Entry 1:
Molecular formula: C3H12O3
Method: DFT, ωB97M-V/def2-TZVPD

Each atom is followed by the atoms it is bonded to, with distances in Å.
Cartesian coordinates (Å):
1 C -0.50968 -1.54169 2.77580  C2 1.510, H5 1.087, H6 1.075, H7 1.089
2 C 0.43597 -1.83871 1.63652  C1 1.510, C3 1.523, H8 1.090, H9 1.093
3 C 0.25321 -0.94216 0.41901  C2 1.523, O4 1.369, H10 1.095, H11 1.098
4 O -0.94005 -1.13256 -0.22420  C3 1.369, H12 0.960
5 H -0.35054 -0.54720 3.18505  C1 1.087
6 H -1.52679 -1.59673 2.43369  C1 1.075
7 H -0.41469 -2.23013 3.61449  C1 1.089
8 H 0.26973 -2.84155 1.24356  C2 1.090
9 H 1.48764 -1.68942 1.89346  C2 1.093
10 H 1.10541 -1.10806 -0.24881  C3 1.095
11 H 0.38510 0.12496 0.64019  C3 1.098
12 H -0.81477 -1.39374 -1.13900  O4 0.960
13 O -3.57185 0.98012 -2.53029  H14 0.965, H15 0.964
14 H -3.44475 0.22839 -1.93823  O13 0.965
15 H -2.73370 1.45536 -2.53895  O13 0.964
16 O 4.31953 3.63161 -1.34890  H17 0.964, H18 0.962
17 H 3.79225 3.93011 -2.09894  O16 0.964
18 H 3.67592 3.54456 -0.63919  O16 0.962

Values from the calculation:
structure (SMILES)	CCCO.O.O
frontier orbital gap	10.828	eV
total charge	0
energy above the lowest of the compared OMol25 structures with the same formula, charge and spin	44.85	kJ/mol
LUMO	0.39	eV

Entry 2:
Molecular formula: C3H12O3
Method: DFT, ωB97M-V/def2-TZVPD

Each atom is followed by the atoms it is bonded to, with distances in Å.
Cartesian coordinates (Å):
1 C 0.67971 -0.48795 -0.93287  C2 1.554, H5 1.096, H6 1.140, H7 1.093
2 C -0.13490 0.60763 -0.19125  C1 1.554, C3 1.570, O4 1.413, H8 1.131
3 C 0.73775 1.89203 0.04355  C2 1.570, H9 1.114, H10 1.108, H11 1.097
4 O -1.37798 0.73023 -0.85198  C2 1.413, H12 0.966
5 H 0.15865 -1.45198 -0.94973  C1 1.096
6 H 0.91364 -0.19039 -2.00858  C1 1.140
7 H 1.60841 -0.66646 -0.38529  C1 1.093
8 H -0.36565 0.12836 0.80690  C2 1.131
9 H 0.33895 2.77895 0.58697  C3 1.114
10 H 1.58781 1.37166 0.52785  C3 1.108
11 H 1.13484 2.16980 -0.94033  C3 1.097
12 H -1.22815 1.51064 -1.40113  O4 0.966
13 O 0.28422 -1.10262 6.44194  H14 0.968, H15 0.968
14 H 0.89497 -0.36272 6.30964  O13 0.968
15 H 0.18919 -1.30687 5.50027  O13 0.968
16 O -1.65133 -1.96029 -4.51038  H17 0.959, H18 0.959
17 H -1.82505 -2.57471 -3.79456  O16 0.959
18 H -1.94508 -1.08530 -4.25104  O16 0.959

Values from the calculation:
structure (SMILES)	CC(C)O.O.O
frontier orbital gap	10.808	eV
total charge	0
energy above the lowest of the compared OMol25 structures with the same formula, charge and spin	66.99	kJ/mol
LUMO	0.48	eV

Entry 3:
Molecular formula: C3H12O3S
Method: DFT, ωB97M-V/def2-TZVPD

Each atom is followed by the atoms it is bonded to, with distances in Å.
Cartesian coordinates (Å):
1 C 0.18997 1.20653 0.38726  O2 1.424, C3 1.535, H6 1.089, H7 1.099
2 O 0.62187 0.62391 1.61312  C1 1.424, H8 0.957
3 C 0.60138 0.21472 -0.71017  C1 1.535, C4 1.480, H9 1.114, H10 1.093
4 C 2.06889 0.10870 -0.86997  C3 1.480, S5 1.933, H11 1.097, H12 1.115
5 S 2.99767 -1.12008 -2.03765  C4 1.933, H13 1.361
6 H -0.84997 1.52845 0.36543  C1 1.089
7 H 0.70824 2.17050 0.28394  C1 1.099
8 H 0.24192 1.00054 2.40663  O2 0.957
9 H -0.07999 -0.61952 -0.42716  C3 1.114
10 H 0.09930 0.54881 -1.62127  C3 1.093
11 H 2.65776 0.01637 0.05051  C4 1.097
12 H 2.42737 1.05363 -1.34116  C4 1.115
13 H 1.89422 -1.66918 -2.61407  S5 1.361
14 H -0.68866 -3.55128 -3.37707  O16 0.956
15 H -1.36941 -2.17933 -3.30898  O16 0.965
16 O -0.62455 -2.69004 -2.96768  H14 0.956, H15 0.965
17 H -4.10996 0.51042 4.94162  O19 0.961
18 H -2.92994 1.50385 4.69345  O19 0.954
19 O -3.85611 1.34300 4.53321  H17 0.961, H18 0.954

Values from the calculation:
2S+1	2
frontier orbital gap (spin up / spin down)	9.404 / 4.693	eV
expectation value of S²	0.754
total charge	+1
energy above the lowest of the compared OMol25 structures with the same formula, charge and spin	67.66	kJ/mol
LUMO (spin up / spin down)	-4.03 / -8.75	eV

Entry 4:
Molecular formula: C3H12O3S2
Method: DFT, ωB97M-V/def2-TZVPD

Each atom is followed by the atoms it is bonded to, with distances in Å.
Cartesian coordinates (Å):
1 O -1.14193 -0.28831 -0.73292  C2 1.461, H7 0.970
2 C -0.77077 0.23266 0.58014  O1 1.461, C3 1.533, H8 1.077, H9 1.134
3 C 0.01127 1.55164 0.58955  C2 1.533, C4 1.566, H10 1.095, H11 1.091
4 C 1.46758 1.61226 0.01666  C3 1.566, S5 1.816, H12 1.101, H13 1.121
5 S 2.55606 0.68192 1.13431  C4 1.816, S6 2.060
6 S 3.88295 -0.28470 -0.11029  S5 2.060, H14 1.308
7 H -0.59396 0.11561 -1.42386  O1 0.970
8 H -0.14035 -0.52160 1.02094  C2 1.077
9 H -1.68536 0.48300 1.20178  C2 1.134
10 H 0.13064 1.76147 1.65796  C3 1.095
11 H -0.69975 2.22144 0.10292  C3 1.091
12 H 1.75166 2.67576 0.00878  C4 1.101
13 H 1.41890 1.01576 -0.93161  C4 1.121
14 H 4.93860 0.48049 -0.21972  S6 1.308
15 O -3.50822 -1.48370 -1.98779  H16 0.991, H17 0.965
16 H -4.28381 -1.70639 -1.41316  O15 0.991
17 H -2.89702 -1.17440 -1.30832  O15 0.965
18 O -7.02151 -1.87474 -0.10560  H19 1.019, H20 0.975
19 H -6.79824 -0.97087 0.30934  O18 1.019
20 H -6.28294 -2.48225 0.08577  O18 0.975

Values from the calculation:
structure (SMILES)	OCCCSS.O.O
frontier orbital gap	9.871	eV
total charge	0
energy above the lowest of the compared OMol25 structures with the same formula, charge and spin	88.17	kJ/mol
LUMO	0.31	eV

Entry 5:
Molecular formula: C3H12O4
Method: DFT, ωB97M-V/def2-TZVPD

Each atom is followed by the atoms it is bonded to, with distances in Å.
Cartesian coordinates (Å):
1 C 2.68321 0.04954 -2.29402  C2 1.527, H5 1.049, H6 1.217, H7 1.057
2 C 2.33912 -1.43225 -2.15840  C1 1.527, C3 1.569, H8 1.250, H9 1.103
3 C 1.01727 -1.40732 -1.31259  C2 1.569, O4 1.187, H10 1.044
4 O 0.32044 -2.36728 -1.25807  C3 1.187
5 H 1.98523 0.67552 -2.76376  C1 1.049
6 H 3.69930 0.23083 -2.93878  C1 1.217
7 H 2.80010 0.37525 -1.29559  C1 1.057
8 H 2.07862 -2.04376 -3.21723  C2 1.250
9 H 3.22013 -1.96917 -1.76720  C2 1.103
10 H 0.87716 -0.55314 -0.72845  C3 1.044
11 O -1.91583 -3.77338 1.93750  H12 0.970, H13 0.921
12 H -1.96393 -3.84196 0.97148  O11 0.970
13 H -2.66279 -4.28193 2.11425  O11 0.921
14 O -2.55600 0.77322 4.11570  H15 1.031, H16 0.950
15 H -2.02758 0.47918 4.95024  O14 1.031
16 H -2.72454 -0.10231 3.78818  O14 0.950
17 O -2.56386 6.47354 0.21374  H18 1.041, H19 0.983
18 H -2.61494 5.66948 0.87263  O17 1.041
19 H -1.99112 7.04594 0.77036  O17 0.983

Values from the calculation:
structure (SMILES)	CCC=O.O.O.O
frontier orbital gap	10.553	eV
total charge	0
energy above the lowest of the compared OMol25 structures with the same formula, charge and spin	208.10	kJ/mol
LUMO	0.70	eV

Entry 6:
Molecular formula: C3H12O4
Method: DFT, ωB97M-V/def2-TZVPD

Each atom is followed by the atoms it is bonded to, with distances in Å.
Cartesian coordinates (Å):
1 C -2.39779 1.12951 1.25549  C2 1.637, H5 1.127, H6 1.214, H7 1.105
2 C -1.58845 1.96093 0.10058  C1 1.637, C3 1.491, H8 1.088, H9 1.111
3 C -1.49453 1.25255 -1.20800  C2 1.491, O4 1.242, H10 1.047
4 O -1.66574 1.83403 -2.29150  C3 1.242
5 H -1.63910 0.39214 1.64441  C1 1.127
6 H -3.44470 0.56508 1.01130  C1 1.214
7 H -2.67520 1.94482 1.94812  C1 1.105
8 H -2.25196 2.80028 -0.09541  C2 1.088
9 H -0.66544 2.40114 0.53595  C2 1.111
10 H -1.25332 0.24711 -1.37148  C3 1.047
11 O 1.00659 -3.27178 -0.55296  H12 1.011, H13 0.988
12 H 2.00596 -3.21926 -0.69590  O11 1.011
13 H 0.80926 -2.56930 -1.21953  O11 0.988
14 O 3.87382 -1.54529 2.48179  H15 0.977, H16 0.899
15 H 3.60223 -2.39710 2.87621  O14 0.977
16 H 3.61432 -1.83399 1.67069  O14 0.899
17 O 1.46411 -0.16157 -1.83592  H18 0.933, H19 0.935
18 H 1.79486 0.69505 -1.67086  O17 0.933
19 H 0.90507 -0.22437 -2.58299  O17 0.935

Values from the calculation:
structure (SMILES)	CCC=O.O.O.O
frontier orbital gap	10.340	eV
total charge	0
energy above the lowest of the compared OMol25 structures with the same formula, charge and spin	199.87	kJ/mol
LUMO	0.34	eV